Below is the ion C21H27ClNO2 with charge +1, with properties calculated with ωB97M-V with the def2-TZVPD basis set.

Results
E_HOMO in Ha: -0.40283
Charge: +1
Maximum force in eV Å⁻¹: 0.737

```
52
C21H27ClNO2 | the Open Molecules 2025 dataset | ωB97M-V with the def2-TZVPD basis set
C -2.0487 -2.1063 0.9426
C -2.1935 -2.3994 -0.5463
O -2.2872 -1.2227 -1.3282
C -1.2093 -0.4338 -1.5506
C 0.0956 -0.7961 -1.2377
C 1.1801 0.0152 -1.5525
C 2.5821 -0.4052 -1.2144
N 3.1155 0.4765 -0.1292
C 4.5558 0.2941 0.2358
C 4.9913 1.4295 1.1571
C 4.4500 1.0434 2.5427
C 4.2303 -0.4823 2.5012
C 4.7194 -0.9371 1.1190
C 0.9579 1.2377 -2.1708
C -0.3314 1.6271 -2.4638
C -1.4317 0.8213 -2.1712
O -2.6093 1.3550 -2.5437
C -3.8539 0.7237 -2.3030
C -4.2240 0.6408 -0.8443
C -3.6702 1.5150 0.0814
C -4.0062 1.4429 1.4219
C -4.9135 0.4924 1.8569
C -5.4839 -0.3834 0.9491
C -5.1386 -0.3062 -0.3905
Cl -5.8689 -1.4125 -1.5025
H -2.8837 -1.4973 1.2791
H -2.0473 -3.0401 1.4967
H -1.1265 -1.5688 1.1535
H -3.1434 -2.9065 -0.7296
H -1.3846 -3.0447 -0.9096
H 0.2831 -1.7509 -0.7724
H 3.2394 -0.2927 -2.0798
H 2.6136 -1.4418 -0.8804
H 2.9568 1.4464 -0.4305
H 2.5589 0.3326 0.7218
H 5.1282 0.2478 -0.6922
H 6.0798 1.4608 1.1745
H 4.6416 2.4067 0.8257
H 3.5190 1.5675 2.7600
H 5.1571 1.3201 3.3201
H 3.1770 -0.7305 2.6454
H 4.7806 -0.9872 3.2907
H 5.7774 -1.1917 1.1595
H 4.1864 -1.8107 0.7497
H 1.7827 1.8787 -2.4475
H -0.5271 2.5707 -2.9463
H -3.8817 -0.2703 -2.7583
H -4.5744 1.3637 -2.8254
H -2.9731 2.2657 -0.2615
H -3.5668 2.1348 2.1243
H -5.1840 0.4328 2.8996
H -6.1967 -1.1248 1.2739
```